C27H35BrCrN3O2Sb as an isolated structure. Source: OMol25; level of theory: the ωB97M-V functional and the def2-TZVPD basis.

```
70
Properties=species:S:1:pos:R:3
Cr -0.01 0.14 -0.43
Br 1.25 -2.76 -0.01
C -0.33 -2.47 0.96
C -0.97 -3.43 1.71
C -2.13 -3.05 2.38
C -2.58 -1.74 2.30
C -1.85 -0.85 1.55
N -0.76 -1.23 0.88
C -2.14 0.62 1.38
O -3.01 1.18 1.97
O -1.25 1.19 0.56
H -0.57 -4.44 1.77
H -2.67 -3.78 2.96
H -3.46 -1.39 2.82
C -4.16 1.46 -2.94
C -3.56 1.05 -1.58
C -3.62 -0.45 -1.40
C -4.84 -1.03 -1.07
C -4.99 -2.41 -1.08
C -3.94 -3.22 -1.48
C -2.69 -2.68 -1.81
C -1.60 -3.60 -2.32
C -1.55 -4.97 -1.64
C -2.54 -1.29 -1.71
N -1.24 -0.68 -1.91
C -0.71 -0.64 -3.08
C 0.61 -0.12 -3.17
C 1.55 -0.01 -4.17
C 2.73 0.49 -3.57
C 2.46 0.66 -2.23
N 1.16 0.29 -1.96
H -4.14 2.54 -3.06
H -5.19 1.12 -3.03
H -3.59 1.01 -3.76
H -4.12 1.54 -0.78
H -2.55 1.42 -1.53
H -5.68 -0.39 -0.81
H -5.95 -2.85 -0.82
H -4.08 -4.29 -1.54
H -1.76 -3.75 -3.39
H -0.63 -3.12 -2.23
H -1.62 -4.88 -0.56
H -0.62 -5.49 -1.89
H -2.37 -5.62 -1.96
H -1.25 -0.99 -3.95
H 1.40 -0.26 -5.21
H 3.67 0.70 -4.06
H 3.12 1.02 -1.46
C 4.54 1.45 1.24
C 3.57 2.55 0.79
Sb 1.50 2.04 0.85
C 1.04 2.35 2.90
C 1.41 1.17 3.80
C 0.68 3.81 0.00
C 1.33 5.09 0.51
H 5.57 1.79 1.13
H 4.43 0.54 0.65
H 4.39 1.19 2.29
H 3.77 2.88 -0.23
H 3.64 3.44 1.43
H -0.03 2.56 2.94
H 1.57 3.26 3.19
H 0.85 0.27 3.53
H 1.18 1.39 4.84
H 2.47 0.92 3.74
H -0.38 3.77 0.24
H 0.77 3.72 -1.08
H 1.34 5.15 1.60
H 0.77 5.96 0.15
H 2.36 5.20 0.16
```

The value obtained for the HOMO energy (alpha / beta) is -11.20 / -11.20 eV. The calculation puts the frontier orbital gap (alpha / beta) at 7.1 / 7.6 eV. Its multiplicity is 2. As for the charge: +1. The LUMO energy (alpha / beta) comes out at -4.1 / -3.6 eV.

Mulliken atomic charge list, values in e, 8 entries: 0.0256 -0.0877 -0.0931 -0.5062 -0.5340 -0.6967 0.4351 0.7528